A cluster of 5 separate species, C43H88Cl2N5O7 in total at a distorted geometry. Source: the OMol25 dataset; level of theory: ωB97M-V with the def2-TZVPD basis set.

Positions of all 145 atoms, in Å:
C (-3.340, 1.427, 1.923)
C (-3.258, -0.071, 2.287)
C (-1.912, -0.433, 2.879)
C (-1.910, -1.786, 3.579)
C (-0.550, -2.169, 4.179)
C (0.044, -3.426, 3.568)
C (1.410, -3.769, 4.180)
C (2.384, -4.419, 3.222)
C (2.725, -3.576, 1.976)
C (4.185, -3.663, 1.521)
C (4.293, -3.308, 0.033)
C (4.855, -4.461, -0.793)
C (4.631, -4.283, -2.298)
C (3.335, -4.964, -2.750)
C (3.367, -5.423, -4.203)
C (2.141, -6.254, -4.603)
C (0.934, -5.361, -4.662)
C (0.607, -4.837, -5.891)
N (-0.430, -3.998, -6.042)
C (-1.206, -3.578, -5.026)
C (-2.308, -2.610, -5.414)
O (-2.501, -1.597, -4.491)
C (-3.813, -1.470, -3.958)
C (-0.927, -4.074, -3.750)
C (-1.728, -3.681, -2.562)
Cl (-3.137, -4.603, -2.214)
C (-1.341, -2.664, -1.783)
C (-1.990, -2.195, -0.538)
Cl (0.073, -1.767, -2.206)
C (0.126, -4.994, -3.571)
C (0.398, -5.659, -2.243)
O (0.556, -6.852, -2.240)
O (0.472, -4.916, -1.140)
H (-3.807, 1.562, 0.956)
H (-3.905, 1.938, 2.692)
H (-2.346, 1.849, 1.842)
H (-4.053, -0.346, 2.973)
H (-3.456, -0.624, 1.370)
H (-1.687, 0.314, 3.638)
H (-1.122, -0.409, 2.129)
H (-2.610, -1.699, 4.408)
H (-2.311, -2.570, 2.937)
H (0.158, -1.356, 4.018)
H (-0.668, -2.313, 5.246)
H (-0.626, -4.245, 3.826)
H (0.071, -3.374, 2.481)
H (1.224, -4.479, 4.983)
H (1.851, -2.889, 4.642)
H (1.947, -5.352, 2.870)
H (3.311, -4.690, 3.719)
H (2.143, -3.990, 1.152)
H (2.403, -2.541, 2.074)
H (4.790, -3.005, 2.135)
H (4.529, -4.685, 1.653)
H (3.318, -3.024, -0.363)
H (4.928, -2.434, -0.099)
H (5.930, -4.504, -0.629)
H (4.398, -5.378, -0.431)
H (4.491, -3.216, -2.449)
H (5.480, -4.655, -2.859)
H (2.538, -4.227, -2.656)
H (3.097, -5.818, -2.121)
H (3.431, -4.533, -4.831)
H (4.271, -5.989, -4.400)
H (2.013, -7.063, -3.900)
H (2.303, -6.630, -5.607)
H (1.185, -5.093, -6.761)
H (-0.634, -3.653, -6.973)
H (-1.986, -2.149, -6.354)
H (-3.219, -3.158, -5.653)
H (-3.735, -1.105, -2.942)
H (-4.398, -0.757, -4.533)
H (-4.355, -2.410, -3.925)
H (-2.149, -1.123, -0.558)
H (-1.299, -2.388, 0.284)
H (-2.890, -2.750, -0.321)
H (0.076, -5.397, -0.401)
C (-3.818, 4.921, -4.685)
C (-3.114, 3.760, -3.990)
C (-3.758, 2.394, -4.274)
O (-4.950, 2.136, -3.557)
C (-6.132, 2.669, -4.132)
N (-3.027, 4.048, -2.557)
H (-4.758, 5.179, -4.199)
H (-3.188, 5.809, -4.657)
H (-4.024, 4.689, -5.732)
H (-2.094, 3.714, -4.383)
H (-3.056, 1.618, -3.951)
H (-3.919, 2.249, -5.351)
H (-6.093, 2.645, -5.224)
H (-6.313, 3.691, -3.793)
H (-6.967, 2.053, -3.799)
H (-2.471, 3.330, -2.101)
H (-3.956, 3.934, -2.159)
C (8.619, -7.432, 3.910)
C (8.296, -5.963, 3.657)
C (7.275, -5.374, 4.641)
O (5.933, -5.745, 4.384)
C (5.547, -6.999, 4.920)
N (7.872, -5.801, 2.262)
H (7.814, -8.090, 3.584)
H (9.512, -7.720, 3.357)
H (8.807, -7.618, 4.969)
H (9.224, -5.399, 3.791)
H (7.299, -4.286, 4.537)
H (7.542, -5.600, 5.680)
H (6.041, -7.198, 5.874)
H (5.754, -7.812, 4.220)
H (4.470, -6.968, 5.084)
H (7.753, -4.812, 2.063)
H (6.934, -6.185, 2.182)
C (-0.756, 7.678, 2.245)
C (-1.228, 6.712, 1.167)
C (-2.273, 5.705, 1.664)
O (-1.748, 4.640, 2.436)
C (-1.557, 4.931, 3.808)
N (-0.064, 6.050, 0.567)
H (-0.069, 7.205, 2.949)
H (-0.222, 8.514, 1.793)
H (-1.598, 8.086, 2.799)
H (-1.711, 7.307, 0.385)
H (-2.728, 5.230, 0.789)
H (-3.080, 6.209, 2.210)
H (-2.330, 5.604, 4.188)
H (-0.571, 5.363, 3.991)
H (-1.616, 3.989, 4.355)
H (-0.371, 5.481, -0.217)
H (0.286, 5.376, 1.242)
C (-3.780, 9.824, 0.162)
C (-3.908, 10.620, 1.457)
C (-3.973, 12.139, 1.244)
O (-2.730, 12.745, 0.954)
C (-2.335, 12.702, -0.405)
N (-2.817, 10.234, 2.359)
H (-2.776, 9.885, -0.258)
H (-3.988, 8.769, 0.348)
H (-4.489, 10.176, -0.589)
H (-4.850, 10.325, 1.929)
H (-4.308, 12.597, 2.178)
H (-4.715, 12.400, 0.477)
H (-3.194, 12.789, -1.076)
H (-1.783, 11.786, -0.632)
H (-1.669, 13.546, -0.580)
H (-2.955, 10.689, 3.257)
H (-1.963, 10.652, 2.000)

The total energy is -92837.71263 eV. The total charge is +1. For the molecular weight, the calculation gives 858.1 g mol⁻¹. The HOMO-LUMO gap is 5.759 eV.